Density functional theory data (ωB97M-V/def2-TZVPD) for a cluster of 3 separate species, C5H15N3O in total in a non-equilibrium geometry.

XYZ file:
```
24
Properties=species:S:1:pos:R:3:forces:R:3:mulliken_charge:R:1
H -0.909449 -0.052755 -1.875192 0.267 0.277 0.100 0.182
N -1.380927 0.035247 -0.981633 -1.408 0.206 -0.747 -0.659
C -1.661921 1.264384 -0.709765 1.681 -0.995 0.802 0.463
N -2.372821 1.515861 0.446021 -0.282 0.286 -0.150 -0.372
O -1.040745 2.320320 -1.224075 1.279 0.633 0.758 -0.671
H -2.965761 0.762983 0.759519 -0.041 0.147 -0.071 0.235
H -2.733725 2.453902 0.522914 -0.051 -0.130 0.067 0.222
H -0.002832 2.329428 -0.630142 -1.364 -0.463 -1.397 0.399
H 0.943927 2.263355 1.088094 0.453 -0.173 0.238 0.253
N 1.128677 1.915695 0.152925 -0.922 -0.264 0.098 -0.477
C 1.801440 0.835468 0.061444 0.875 1.445 -0.343 0.033
C 2.141976 0.267460 -1.267776 -0.688 -0.517 -0.075 -0.975
H 2.366180 0.450551 0.911574 -0.414 -0.164 0.144 0.425
H 1.544801 0.725328 -2.056438 0.049 0.035 0.088 0.265
H 1.949922 -0.811138 -1.258383 0.110 0.124 -0.048 0.271
H 3.196731 0.422885 -1.473365 0.203 0.018 0.048 0.370
C 0.184451 -1.463548 1.098590 -1.294 0.872 -0.582 -0.196
C -0.634783 -2.711475 0.788620 0.041 0.095 0.136 -1.162
H -0.002148 -1.123846 2.119901 0.001 -0.028 0.095 0.319
H 1.245454 -1.705654 1.042627 0.129 0.359 -0.357 0.262
H -0.255135 -0.640498 0.389219 1.471 -1.481 1.261 -0.107
H -0.496705 -3.000097 -0.251025 0.003 -0.100 -0.089 0.283
H -0.350990 -3.548931 1.424908 -0.057 -0.114 0.012 0.375
H -1.695616 -2.504925 0.921436 -0.042 -0.070 0.012 0.263
```
Forces are in eV/Å.

- Largest force on an atom: 2.44 eV/A
- Orbital gap: 9.4 eV
- Energy above the lowest of the compared OMol25 structures with the same formula, charge and spin: 38.3 kcal per mole
- Highest occupied orbital energy: -8.61 eV
- SMILES: [H]/N=C(/N)O.[H]/N=C/C.CC

=====

Density functional theory data (ωB97M-V/def2-TZVPD) for a cluster of 15 separate species, C29H82BrNO18 in total in a non-equilibrium geometry.

XYZ file:
```
131
Properties=species:S:1:pos:R:3:forces:R:3:mulliken_charge:R:1
C -0.139397 -8.003349 -4.933417 -0.574 1.123 -0.335 -0.617
C -0.056669 -6.695778 -5.663498 1.079 -1.261 0.901 -0.167
C -0.187727 -5.206827 -4.942607 -6.776 0.842 -0.011 0.395
O -1.453169 -4.729002 -4.832375 8.173 -1.814 -0.222 -0.720
O 1.012077 -4.515405 -4.430519 -3.425 -1.205 -2.554 0.151
C 1.112521 -3.140020 -4.943021 -1.003 2.501 -0.286 -0.224
C 1.084021 -1.985044 -3.736744 0.346 -0.066 -0.255 -0.577
C 2.531291 -1.888710 -2.923960 -0.583 -0.379 0.248 0.047
C 3.077681 -0.338743 -2.820651 1.440 -0.143 -0.081 -0.567
C 3.353947 0.172613 -1.270116 -0.672 -0.434 0.574 -0.642
C 2.143482 1.199630 -0.745008 1.889 0.192 0.129 -0.460
N 1.152752 0.326650 -0.007858 -0.753 2.537 1.532 0.510
C -0.217985 0.316889 -0.646510 -1.305 -0.005 -0.885 -0.510
C -1.231432 1.502517 -0.140190 -1.043 -0.147 -1.076 -0.618
C 1.110981 0.603950 1.478269 0.501 -5.777 3.789 0.007
O 1.185845 -0.477170 2.292818 -0.683 6.992 -4.873 -0.628
O 1.048718 1.930230 2.119296 1.276 -2.307 -1.700 -0.118
C 2.314867 2.224606 2.809512 1.792 -0.346 1.053 -0.512
C 2.395936 1.688591 4.362053 0.847 0.517 0.168 -0.428
C 1.316441 2.380578 5.384575 -0.485 -1.362 -0.839 -0.271
Br 2.246734 2.742957 7.161025 -0.719 -0.156 -1.069 -0.227
H -1.176817 -8.504747 -4.622526 2.326 2.131 0.924 0.256
H 0.823097 -8.639387 -4.650409 -2.018 0.761 -2.278 0.209
H 0.120971 -6.782361 -6.840758 1.398 0.791 2.854 0.259
H 2.081600 -3.051355 -5.599921 -1.726 -0.233 1.536 0.035
H 0.191481 -2.864142 -5.649241 1.856 -0.906 1.538 0.269
H 0.197120 -2.158514 -2.979972 1.708 0.065 -1.711 0.111
H 0.846355 -0.955280 -4.283666 0.616 -2.180 1.064 0.286
H 2.396813 -2.301377 -1.813150 0.146 0.875 -2.445 0.326
H 3.294750 -2.615686 -3.479101 -1.654 1.967 1.352 -0.113
H 2.383665 0.428837 -3.391543 1.313 -1.627 1.194 0.356
H 4.136993 -0.321161 -3.367782 -2.328 0.073 1.020 0.240
H 4.422945 0.626992 -1.104706 -2.112 -0.634 -0.621 0.318
H 3.287257 -0.768837 -0.543211 0.183 2.028 -1.585 0.316
H 2.581780 2.017985 0.004898 -0.892 -1.705 -1.749 0.175
H 1.720195 1.747334 -1.688991 0.442 -0.997 1.986 0.494
H -0.053967 0.485655 -1.813673 -0.303 -0.507 2.572 0.218
H -0.702161 -0.762816 -0.525570 0.978 2.407 -0.041 0.177
H -2.262237 1.325177 -0.715513 2.307 0.314 1.280 0.287
H -0.865766 2.577770 -0.506765 -0.557 -2.363 1.127 0.237
H -1.498028 1.474022 1.000927 0.838 0.144 -2.159 0.100
H 3.219587 1.697624 2.236612 -1.982 1.189 1.178 0.338
H 2.494473 3.386467 2.778630 -0.645 -2.286 -0.008 0.254
H 3.487769 1.977722 4.748585 -2.327 -0.534 -0.986 0.354
H 2.332572 0.519561 4.421330 -0.095 2.356 -0.260 0.213
H 0.876401 3.403108 5.023677 0.928 -2.090 0.732 0.075
H 0.485180 1.561023 5.620553 1.601 2.203 -0.410 0.358
C -1.521571 4.368520 3.408725 0.114 -0.034 -0.065 -0.461
O -1.819725 3.002188 3.188637 0.368 -0.595 -0.011 -0.136
H -2.455903 4.919571 3.539049 0.217 -0.157 -0.087 0.108
H -0.913073 4.468896 4.310841 -0.023 0.281 0.051 0.230
H -0.982611 4.768293 2.546324 -0.062 0.261 0.118 0.256
H -0.972103 2.539063 3.076656 -0.359 0.140 -0.038 0.019
C -1.117373 4.144095 9.630401 0.141 -0.135 -0.144 -0.491
O -0.778778 4.785494 8.414606 0.237 -0.023 -0.418 -0.466
H -1.837093 4.763656 10.170555 0.121 -0.032 -0.158 0.218
H -1.565639 3.170545 9.417292 -0.052 -0.058 0.266 0.236
H -0.218941 4.018128 10.239486 -0.124 -0.109 0.218 0.232
H -0.139411 4.212845 7.957690 -0.265 0.331 0.213 0.228
C 2.941629 -6.426573 -3.153464 0.121 0.074 0.166 -0.379
O 2.643476 -7.792905 -3.373553 0.329 -0.718 -0.137 -0.530
H 2.007297 -5.875522 -3.023140 0.326 -0.286 -0.012 0.079
H 3.550128 -6.326198 -2.251348 0.037 0.220 -0.003 0.356
H 3.480589 -6.026801 -4.015865 -0.034 0.286 0.082 0.211
H 3.491098 -8.256030 -3.485533 -0.554 0.177 0.086 0.291
C 5.698850 0.825002 8.690464 -0.223 0.056 -0.038 -0.443
O 4.731816 -0.208754 8.710237 -0.475 -0.048 -0.031 -0.494
H 6.689523 0.387636 8.835015 -0.204 -0.020 -0.012 0.243
H 5.666354 1.337178 7.725694 0.205 0.180 0.048 0.176
H 5.493948 1.532347 9.497750 0.229 0.167 -0.043 0.224
H 3.863691 0.209351 8.579722 0.426 -0.302 0.036 0.295
C 5.967839 -3.545474 -4.760443 0.202 -0.124 -0.097 -0.514
O 4.600934 -3.194182 -4.871610 -0.408 -0.174 -0.615 -0.427
H 6.377297 -3.096802 -3.852338 -0.133 -0.073 -0.183 0.036
H 6.061968 -4.632591 -4.701466 0.267 0.032 0.059 0.304
H 6.513700 -3.168257 -5.628645 0.223 -0.074 0.131 0.316
H 4.265196 -3.606186 -5.685872 0.144 0.237 0.453 0.193
C 8.670463 -2.605796 -1.780270 0.224 0.033 0.039 -0.467
O 8.959611 -3.397935 -2.917417 0.428 -0.192 -0.333 -0.490
H 7.587889 -2.571270 -1.637234 0.159 -0.061 -0.082 0.146
H 9.138407 -3.048999 -0.897797 -0.133 0.183 0.168 0.266
H 9.047737 -1.592123 -1.935721 -0.114 0.099 0.233 0.262
H 9.926581 -3.410104 -3.018961 -0.597 -0.059 -0.028 0.295
C -3.075092 0.306496 4.978841 -0.176 -0.031 -0.378 -0.282
O -1.755439 -0.083956 5.310896 0.848 -0.030 -0.122 -0.542
H -3.654238 0.419381 5.898334 0.168 -0.058 -0.060 0.261
H -3.050748 1.260657 4.446730 -0.240 -0.006 0.045 0.003
H -3.536293 -0.460771 4.352241 -0.247 0.185 0.054 0.284
H -1.265925 -0.176184 4.475816 -0.224 -0.063 0.470 0.270
C -6.714042 -1.015712 4.517866 0.138 0.177 -0.270 -0.618
O -5.872992 -0.785816 3.402526 -0.139 -0.011 -0.240 -0.457
H -6.445469 -1.971234 4.974443 -0.002 0.130 -0.104 0.232
H -6.578884 -0.214491 5.248575 -0.166 -0.067 0.210 0.252
H -7.755426 -1.051559 4.188830 -0.145 -0.075 0.260 0.305
H -6.134653 0.068276 3.018406 0.446 -0.188 0.158 0.329
C -3.234906 7.975700 3.408628 0.061 0.064 -0.230 -0.602
O -2.438755 7.194842 2.536502 0.167 0.093 -0.418 -0.401
H -3.218832 7.524916 4.403692 0.051 0.011 -0.169 0.240
H -2.830109 8.989245 3.463623 -0.189 0.086 0.204 0.297
H -4.263050 8.001931 3.039493 -0.119 0.143 0.195 0.247
H -2.472200 7.618988 1.662164 -0.071 -0.317 0.289 0.242
C -4.953798 3.045993 2.682168 0.238 0.133 -0.008 -0.209
O -5.920831 2.012237 2.701942 -1.014 -0.121 -0.101 -0.484
H -3.963125 2.608627 2.826720 -0.303 0.084 -0.052 -0.248
H -4.986294 3.558169 1.717399 0.172 0.142 0.044 0.297
H -5.158700 3.753337 3.489455 0.177 0.127 -0.032 0.300
H -6.788958 2.430342 2.571427 0.463 -0.321 0.076 0.259
C -0.710822 -4.170041 -8.551213 -0.063 -0.013 0.189 -0.484
O 0.694431 -4.305388 -8.445661 0.500 -0.028 0.386 -0.567
H -0.996723 -4.242279 -9.603193 0.152 0.002 0.163 0.352
H -1.198136 -4.969545 -7.987762 -0.306 0.093 -0.064 0.194
H -1.014436 -3.196195 -8.159457 -0.278 -0.022 -0.052 0.195
H 0.918103 -4.237182 -7.501835 -0.034 -0.042 -0.558 0.274
C -4.425087 -3.365709 -6.196608 0.211 -0.343 0.130 -0.386
O -4.097042 -4.720125 -5.947323 0.100 -0.049 -0.025 -0.518
H -5.446161 -3.312473 -6.581566 0.138 -0.059 0.052 0.291
H -4.358733 -2.796575 -5.266101 -0.074 0.265 -0.077 0.107
H -3.736489 -2.953637 -6.938268 -0.087 0.294 -0.050 0.167
H -3.186329 -4.735707 -5.606962 -0.312 -0.171 -0.058 0.492
C -4.903862 8.344973 -0.821908 -0.038 0.032 -0.181 -0.506
O -3.584209 7.954522 -0.489854 0.613 -0.131 -0.186 -0.458
H -5.483008 8.457859 0.097584 0.179 -0.048 -0.112 0.190
H -4.879519 9.299135 -1.354020 -0.262 0.010 0.007 0.266
H -5.365063 7.577707 -1.448508 -0.224 0.121 0.015 0.249
H -3.094696 7.862293 -1.324934 -0.191 0.024 0.569 0.277
C -3.576573 -0.312145 -3.375297 -0.188 0.043 -0.094 -0.630
O -2.672495 0.697749 -2.966698 0.107 0.621 -0.062 -0.441
H -3.149747 -1.289039 -3.136310 0.007 0.200 -0.008 0.203
H -4.523862 -0.191072 -2.844125 -0.093 -0.234 -0.101 0.356
H -3.739501 -0.242086 -4.453526 -0.144 -0.229 -0.012 0.263
H -3.078028 1.552458 -3.191426 0.314 -0.455 0.162 0.247
```
Forces are in eV/Å.

- Largest force on an atom: 8.55 eV/A
- Orbital gap: 6.9 eV
- Highest occupied orbital energy: -8.01 eV

=====

Density functional theory data (ωB97M-V/def2-TZVPD) for a cluster of 2 separate species, C3H8N2 in total in a non-equilibrium geometry.

XYZ file:
```
13
Properties=species:S:1:pos:R:3:forces:R:3:mulliken_charge:R:1
C 1.513871 -0.650739 1.001515 3.146 -1.540 2.131 -0.048
C -0.668011 0.960632 -1.410005 1.243 -1.523 4.648 -0.887
C -1.209518 0.326980 0.000395 -0.634 -0.243 -1.139 -0.487
N 2.512701 -0.956896 1.697031 -1.355 1.249 -0.919 -0.385
N -0.849934 -1.011509 0.288658 -1.947 0.223 1.580 -0.503
H 1.453576 0.338464 0.569537 -0.129 0.498 -0.405 0.150
H -0.398222 -1.412084 -0.459906 1.421 -1.343 -2.336 0.271
H 0.396183 1.281691 -1.203028 -1.148 -0.483 -0.964 0.258
H -0.860297 0.145739 -2.055581 0.508 -0.601 -1.184 0.299
H -1.297059 1.744894 -1.623895 -1.098 2.039 -0.750 0.342
H -0.952764 0.754056 0.968818 -0.115 1.350 -0.264 0.434
H -2.331591 0.260377 -0.038032 0.597 0.559 0.057 0.301
H 2.691065 -1.781604 2.264493 -0.487 -0.185 -0.456 0.253
```
Forces are in eV/Å.

- 2S+1: 3
- Largest force on an atom: 5.05 eV/A
- Orbital gap (spin up / spin down): 8.6 / 8.9 eV
- Energy above the lowest of the compared OMol25 structures with the same formula, charge and spin: 25.0 kcal per mole
- Highest occupied orbital energy (spin up / spin down): -7.36 / -9.69 eV
- <S²>: 2.0075

=====

Density functional theory data (ωB97M-V/def2-TZVPD) for a structure of composition C19H29CdN3OSi2 in a non-equilibrium geometry.

XYZ file:
```
55
Properties=species:S:1:pos:R:3:forces:R:3:mulliken_charge:R:1
Cd -11.772606 5.700208 -6.109135 -1.214 -0.509 0.505 0.746
O -12.074335 7.963952 -2.587253 -0.458 0.094 -0.741 -0.774
C -11.697058 7.282930 -3.551057 0.152 1.274 -0.863 -0.015
N -11.853306 7.507228 -4.877527 -0.072 0.035 1.534 -0.450
C -12.703133 8.645271 -5.205806 0.820 -0.786 0.201 -0.477
C -12.860158 8.744499 -6.718367 1.920 -0.369 1.685 0.439
C -13.468779 9.859352 -7.200461 -1.003 0.282 -2.132 -0.782
C -13.703327 9.937461 -8.586384 0.562 -0.190 -0.526 -0.278
C -13.228552 8.875479 -9.420304 -0.763 0.495 1.859 -0.822
C -12.576204 7.831217 -8.766067 0.804 0.121 -1.718 0.077
N -12.249581 7.819028 -7.479936 -1.592 -0.552 0.103 -0.137
C -10.806925 6.142025 -3.198066 0.173 -0.722 0.864 0.826
C -10.485717 5.994162 -1.847339 0.101 -1.018 0.888 -0.596
C -9.638121 4.966145 -1.508589 1.175 -1.700 0.464 -0.191
C -9.139684 4.072547 -2.468817 -0.883 1.255 -0.749 -0.837
C -9.570267 4.239771 -3.758442 0.360 0.884 -1.735 -0.254
N -10.362440 5.285860 -4.101150 0.066 -0.576 -0.779 -0.099
H -13.664837 8.447826 -4.732104 -0.421 0.386 -0.134 0.315
H -12.319032 9.596959 -4.761806 -0.197 -0.606 -0.414 0.399
H -13.792649 10.612087 -6.501636 -0.195 0.174 -0.054 0.440
H -14.205124 10.832221 -8.996864 0.305 -0.696 0.126 0.374
H -13.405440 8.752672 -10.479529 -0.119 0.443 0.031 0.426
H -12.223666 6.997669 -9.411956 -0.146 0.639 0.730 0.147
H -10.961285 6.516689 -1.028273 0.065 0.601 -0.538 0.404
H -9.273127 4.671205 -0.504176 -0.710 1.000 -0.312 0.342
H -8.413995 3.342467 -2.267130 0.664 -0.961 0.538 0.480
H -9.180982 3.677767 -4.657876 -0.549 0.316 1.407 0.570
C -14.313967 2.441250 -9.102808 1.407 0.145 0.368 -1.242
Si -13.631534 4.072804 -8.284998 -0.671 -0.275 0.273 0.627
C -11.955722 4.394095 -9.208042 -1.250 -1.547 0.505 -1.209
C -14.995144 5.303047 -8.747218 1.624 -0.157 -0.882 -1.078
C -13.466622 4.098633 -6.401774 0.676 -0.533 -0.055 -0.837
Si -13.258658 2.382716 -5.492662 0.452 1.573 -0.973 0.358
C -11.454062 1.780737 -5.625436 -0.420 1.245 0.043 -1.038
C -13.532918 2.565540 -3.677378 -0.351 1.580 1.347 -0.955
C -14.365743 1.006930 -6.177957 0.068 -0.758 0.203 -1.041
H -14.135947 2.582577 -10.174525 -0.248 -0.089 -0.039 0.392
H -15.371033 2.185596 -8.928145 0.498 0.180 0.029 0.285
H -13.640303 1.603090 -8.799048 -0.714 0.359 -0.235 0.258
H -12.242105 4.327714 -10.260256 0.383 0.368 -0.141 0.315
H -11.373775 3.475801 -8.993193 0.101 0.550 -0.085 0.315
H -11.405986 5.289719 -8.951659 0.174 0.054 -0.075 0.418
H -15.902255 4.807627 -8.504478 -0.992 -0.149 0.578 0.409
H -15.013087 5.421019 -9.848397 0.077 0.389 0.499 0.280
H -14.819623 6.225922 -8.199473 -0.453 0.248 -0.208 0.225
H -14.340866 4.621132 -5.943538 0.474 -0.256 -0.363 0.651
H -10.946506 2.232246 -6.487771 -0.169 -0.514 -0.179 0.213
H -11.486530 0.705011 -5.639274 0.491 -0.461 -0.101 0.465
H -10.888910 2.168092 -4.770844 -0.176 -0.389 0.099 0.214
H -12.957892 3.421686 -3.213283 -0.277 -0.802 -0.683 0.171
H -13.145890 1.669115 -3.232251 0.193 -0.631 0.475 0.324
H -14.555888 2.721583 -3.275577 0.350 -0.263 -0.560 0.361
H -13.695812 0.332253 -6.803993 -1.043 0.582 0.776 0.296
H -15.141305 1.437012 -6.842403 0.295 -0.477 0.530 0.222
H -14.842348 0.419980 -5.313143 0.655 0.713 -1.385 0.323
```
Forces are in eV/Å.

- Largest force on an atom: 2.58 eV/A
- Orbital gap: 8.3 eV
- Energy above the lowest of the compared OMol25 structures with the same formula, charge and spin: 32.6 kcal per mole
- Highest occupied orbital energy: -8.12 eV